[1]
Here is C11H10BrF6N2O7PdS2 as an isolated structure from OMol25. Energies are from ωB97M-V/def2-TZVPD.

Last column: natural (NBO) charge in e.
Positions of all 40 atoms, in Å:
Pd 0.38490 0.05798 0.81190  1.06
F 2.39112 -1.38577 2.59059  -0.30
C 2.27746 -0.31954 3.37474  0.74
F 3.28486 -0.33633 4.25032  -0.31
F 1.13553 -0.38724 4.04648  -0.30
S 2.40780 1.25602 2.34835  2.21
O 2.59426 0.79862 0.96598  -0.93
O 3.43675 2.02816 2.96213  -0.89
N 0.91461 1.78286 2.49933  -1.25
S 0.53888 3.14677 1.74475  2.25
O -0.71585 2.97900 1.08256  -0.92
O 1.64238 3.77180 1.08864  -0.91
C 0.12078 4.24039 3.18171  0.72
F 1.21896 4.78809 3.69877  -0.31
F -0.68207 5.22278 2.76746  -0.32
F -0.50611 3.56224 4.13978  -0.31
Br -0.40569 -1.36143 -6.90421  0.04
C 0.44714 -1.86230 -5.28567  -0.14
C 1.35304 -2.91091 -5.29320  0.01
N 1.98379 -3.31513 -4.19630  -0.41
C 1.71844 -2.67954 -3.05747  0.06
C 0.82722 -1.61616 -2.96220  -0.17
C 0.17464 -1.19207 -4.10937  -0.16
C 0.56407 -0.92578 -1.65067  0.75
O 1.04883 -1.46340 -0.60524  -0.71
O -0.10928 0.11762 -1.64853  -0.71
H 1.57322 -3.43673 -6.21527  0.19
H 2.22971 -3.01633 -2.16474  0.22
H -0.51334 -0.35979 -4.05532  0.26
C -3.36313 -1.72408 1.06496  -0.61
C -2.30519 -0.84699 0.40534  0.08
C -2.79487 0.58247 0.22539  -0.64
O -1.18022 -0.92689 1.24501  -0.67
H -4.26293 -1.76571 0.44758  0.20
H -3.62709 -1.31436 2.04178  0.20
H -2.98235 -2.73636 1.20175  0.21
H -2.06177 -1.26771 -0.57992  0.15
H -3.01766 1.02793 1.19738  0.20
H -3.70224 0.59786 -0.38516  0.19
H -2.03861 1.18995 -0.26942  0.24

total charge = -1
multiplicity = 1
ΔE to the lowest compared entry with this formula, charge and spin = 60.57 kJ/mol
molecular weight = 646.65 g mol⁻¹
orbital gap (alpha / beta) = 8.199 / 8.197 eV



[2]
Here is C11H10Cl5N5O7Ru as an isolated structure from OMol25. Energies are from ωB97M-V/def2-TZVPD.

Last column: natural (NBO) charge in e.
Positions of all 39 atoms, in Å:
Ru 0.01928 0.19426 0.01022  1.25
O 0.44530 -3.78582 -2.26982  -0.63
C 0.17310 -2.57605 -1.84991  0.81
O 0.38910 -2.20141 -0.71759  -0.61
C -0.39911 -1.66788 -2.92821  -0.18
O -0.97265 -0.51065 -2.36733  -0.55
C -2.35617 -0.57362 -2.16606  -0.20
C -2.69174 -1.22145 -0.72287  0.76
O -3.47844 -2.13049 -0.70335  -0.59
O -2.07508 -0.63370 0.19158  -0.73
H 0.84220 -4.33638 -1.56952  0.52
H 0.43401 -1.33993 -3.56206  0.24
H -1.11509 -2.22102 -3.54707  0.23
H -2.72647 0.45516 -2.14395  0.19
H -2.86052 -1.15296 -2.94262  0.20
Cl -0.58211 -1.14283 3.41019  0.07
C 1.01372 -1.24665 2.81190  -0.09
C 1.31915 -0.58684 1.62551  -0.16
C 2.61042 -0.73097 1.13268  0.00
Cl 2.89826 0.02636 -0.38930  0.10
C 3.60515 -1.45099 1.79080  -0.14
Cl 5.18105 -1.56333 1.15260  0.10
C 3.27671 -2.08765 2.99716  -0.06
Cl 4.46736 -2.98525 3.83199  0.11
C 1.97619 -1.99696 3.50432  -0.09
Cl 1.57243 -2.81190 4.95390  0.10
N -1.34823 1.80268 1.70578  -0.63
N -1.50244 3.10164 1.20496  -0.41
C -0.93935 3.44644 0.03374  0.65
N -1.02154 4.68398 -0.43033  -0.75
N -0.29722 2.45376 -0.58151  -0.50
N 0.31135 2.54662 -1.76563  0.64
O 0.87913 1.51760 -2.08964  -0.40
O 0.27367 3.56504 -2.41885  -0.39
H -2.21959 1.26777 1.67654  0.42
H -0.99162 1.81032 2.66038  0.40
H -2.00731 3.79335 1.74876  0.41
H -1.50932 5.41420 0.05819  0.42
H -0.59357 4.87555 -1.33558  0.46

total charge = +1
multiplicity = 2
molecular weight = 602.56 g mol⁻¹
orbital gap (alpha / beta) = 6.327 / 6.973 eV



[3]
Here is C11H10IrO8S6 as an isolated structure from OMol25. Energies are from ωB97M-V/def2-TZVPD.

Last column: natural (NBO) charge in e.
Positions of all 36 atoms, in Å:
Ir -0.58195 0.67850 -0.71353  1.08
O 2.00999 -1.59481 -1.25548  -0.99
S 2.54104 -0.43230 -0.55555  2.41
O 3.88452 -0.08871 -0.94812  -0.96
O 1.63380 0.74334 -0.60956  -1.00
C 2.65192 -0.82622 1.19594  -0.22
C 3.94003 -0.87873 1.71161  -0.21
C 4.14983 -1.13494 3.05626  -0.20
C 3.06873 -1.34552 3.89769  -0.21
C 1.78115 -1.28131 3.39397  -0.18
C 1.56497 -1.01475 2.04808  -0.36
S -0.15434 -0.80853 1.58862  2.40
O -0.36990 -1.37462 0.24790  -0.96
O -0.91410 -1.44886 2.62545  -0.94
O -0.36891 0.66446 1.51737  -0.91
H 4.75860 -0.70180 1.02884  0.25
H 5.15775 -1.17283 3.44888  0.21
H 3.22574 -1.54972 4.94878  0.21
H 0.91565 -1.44066 4.02156  0.25
O -5.22458 5.90280 -0.97102  -0.59
C -4.43181 4.99857 -0.94013  0.20
S -2.69185 5.19493 -1.20935  0.32
C -2.24656 3.50716 -1.03064  -0.43
C -3.23788 2.64467 -0.74215  -0.43
S -3.04647 0.94798 -0.54140  -0.11
S -4.85297 3.31633 -0.59321  0.32
S -0.59879 3.07654 -1.27580  -0.07
C -2.39714 -1.67789 -2.41985  -0.64
C -0.95837 -1.80187 -2.88370  -0.06
O -0.19287 -0.61742 -2.59931  -0.73
H -3.01221 -2.46078 -2.86614  0.21
H -2.80055 -0.70866 -2.71087  0.24
H -2.44396 -1.76847 -1.33499  0.22
H -0.92095 -1.94999 -3.96634  0.17
H -0.47578 -2.65062 -2.39576  0.19
H 0.63823 -0.94530 -2.16804  0.53

total charge = -1
multiplicity = 1
ΔE to the lowest compared entry with this formula, charge and spin = 139.59 kJ/mol
molecular weight = 654.81 g mol⁻¹
orbital gap = 5.846 eV



[4]
Here is C11H10N3OPt as an isolated structure from OMol25. Energies are from ωB97M-V/def2-TZVPD.

Last column: natural (NBO) charge in e.
Positions of all 26 atoms, in Å:
Pt -0.20236 -0.02705 0.75758  1.01
C 2.53686 1.67814 -1.63567  -0.65
C 1.92417 1.37022 -0.31215  0.06
C 2.48900 0.59454 0.64625  -0.20
C 1.73836 0.34590 1.85602  -0.18
C 0.72275 1.21921 2.30554  -0.24
C 0.11842 2.04472 1.31820  -0.20
C 0.58342 1.87379 -0.01012  -0.22
H 2.64329 2.75711 -1.76231  0.25
H 1.89794 1.31801 -2.44462  0.25
H 3.51640 1.21683 -1.73320  0.25
H 3.44744 0.11381 0.50710  0.26
H 2.08317 -0.41882 2.53952  0.28
H 0.34331 1.17195 3.31563  0.28
H -0.73259 2.67177 1.54191  0.28
H 0.02237 2.34864 -0.80632  0.27
N -3.13981 -1.30656 -1.86055  -0.75
C -2.23628 -1.29224 -0.88945  0.67
O -1.57430 -0.18793 -0.71404  -0.69
C -1.99431 -2.41618 -0.07634  -0.52
C -1.01506 -2.21462 0.89144  0.38
N -0.18417 -2.02979 1.70989  -0.43
C -2.69450 -3.63636 -0.24202  0.25
N -3.31037 -4.58502 -0.45236  -0.26
H -3.68668 -2.13308 -2.04311  0.43
H -3.29646 -0.47699 -2.40686  0.43

total charge = +1
multiplicity = 1
ΔE to the lowest compared entry with this formula, charge and spin = 0.00 kJ/mol
molecular weight = 395.30 g mol⁻¹
orbital gap = 7.125 eV



[5]
Here is one molecule with the formula C11H10N6O6S from OMol25. Energies are from ωB97M-V/def2-TZVPD.

Last column: natural (NBO) charge in e.
Positions of all 34 atoms, in Å:
C 0.00489 1.10416 -1.33724  -0.22
C -1.24080 1.69146 -1.92656  -0.23
N -2.32229 1.21365 -1.12125  -0.36
C -3.69130 1.66966 -1.16275  -0.22
C -4.43697 0.92439 -0.04461  -0.51
S -3.15059 0.00786 0.94620  0.41
C -1.85516 0.39740 -0.13521  0.40
N -0.46924 0.13079 -0.32898  -0.36
H 0.53034 0.45187 -2.04216  0.23
H 0.63288 1.84534 -0.79949  0.24
H -1.22542 2.75499 -1.93597  0.22
H -1.40194 1.38767 -2.93806  0.21
H -3.81561 2.74483 -1.01189  0.22
H -4.16895 1.48130 -2.12150  0.22
H -5.02354 1.60715 0.59135  0.25
H -5.12999 0.19190 -0.48780  0.24
O 5.01666 -3.17097 0.37266  -0.37
N 4.70907 -2.12085 0.96221  0.52
O 5.56157 -1.42990 1.56907  -0.41
C 3.30172 -1.59058 0.91565  -0.11
C 3.04173 -0.28334 1.31090  -0.08
C 1.80559 0.33159 1.09166  -0.10
N 1.53828 1.52057 1.84451  0.49
O 2.47014 2.06752 2.45352  -0.42
O 0.36366 1.96462 1.86970  -0.51
C 0.45824 -0.30335 0.55679  -0.15
C 0.88664 -1.70716 0.24271  0.07
N 0.05672 -2.68788 -0.22445  0.37
O -1.18001 -2.77585 -0.48388  -0.47
O 0.81470 -3.87682 -0.27138  -0.15
N 2.13390 -3.60452 0.05445  -0.07
C 2.15311 -2.28276 0.37060  0.10
H 3.80004 0.30353 1.78464  0.29
H -0.16807 0.04174 1.43656  0.27

multiplicity = 1
molecular weight = 354.30 g mol⁻¹
orbital gap = 6.976 eV



[6]
Here is one molecule with the formula C11H10O2 from OMol25. Energies are from ωB97M-V/def2-TZVPD.

Last column: natural (NBO) charge in e.
Positions of all 23 atoms, in Å:
C 2.56257 -0.88653 -1.06367  -0.23
C 2.36109 -1.77446 -0.03444  -0.19
C 1.80294 0.24140 -0.99903  -0.17
C 1.47960 -1.56673 0.93822  -0.20
C 0.30226 1.97501 -0.05568  0.14
C 0.87084 0.63131 0.04493  -0.16
C 0.68193 -0.39329 1.06131  -0.16
C -0.19627 -0.33543 2.22349  0.30
C -2.64860 0.65071 -0.24671  -0.52
C -1.99497 -0.48709 0.58788  -0.11
C -1.68470 1.43070 -1.13977  0.14
O -0.92990 2.32623 -0.39957  -0.45
O -1.40788 -0.16249 1.91446  -0.46
H 3.29420 -0.93138 -1.79808  0.22
H 3.04149 -2.57857 0.02740  0.21
H 1.76565 1.02865 -1.84428  0.21
H 1.30486 -2.20074 1.72707  0.22
H 1.00955 2.83966 0.09301  0.18
H -3.40971 0.16424 -0.82852  0.23
H -3.14848 1.20016 0.54906  0.23
H -2.86108 -1.01611 0.99726  0.22
H -1.11696 -0.93052 0.01866  0.22
H -1.07843 0.77526 -1.77300  0.14

multiplicity = 1
ΔE to the lowest compared entry with this formula, charge and spin = 745.09 kJ/mol
molecular weight = 174.20 g mol⁻¹
orbital gap (alpha / beta) = 7.281 / 8.097 eV